Molecular formula: C22H12B4Br6O34V
Method: DFT, the ωB97M-V functional and the def2-TZVPD basis

2S+1: 1
Net charge: -3
ΔE to the lowest compared entry with this formula, charge and spin (kcal per mole): 42.5

Atoms and positions in Å:
O  -18.517  20.525  15.878
V  -18.998  21.723  14.889
O  -19.839  21.069  13.726
O  -16.881  21.343  13.658
C  -16.001  22.134  13.348
O  -15.502  23.069  14.106
B  -14.410  23.721  13.348
O  -14.419  23.137  12.009
C  -15.240  22.132  11.978
O  -15.502  21.372  11.082
O  -13.127  23.482  14.085
C  -12.582  24.629  14.376
O  -11.535  24.848  14.945
C  -13.488  25.735  13.886
O  -14.524  25.204  13.257
O  -13.447  26.884  14.240
O  -23.881  23.640  21.287
C  -24.100  23.479  20.123
O  -23.689  22.530  19.283
B  -23.646  23.025  17.908
O  -24.552  24.172  17.934
C  -24.683  24.566  19.182
O  -25.269  25.543  19.577
O  -24.087  21.973  16.955
C  -23.018  21.574  16.337
O  -22.859  20.513  15.771
C  -21.776  22.419  16.752
O  -22.278  23.424  17.460
O  -20.677  22.247  16.293
O  -16.702  25.883  16.582
C  -17.342  25.258  17.389
O  -17.667  25.584  18.613
B  -18.308  24.443  19.274
O  -18.349  23.366  18.315
C  -17.787  23.797  17.200
O  -17.722  23.145  16.176
O  -17.729  24.184  20.670
C  -18.625  24.477  21.589
O  -18.457  24.382  22.788
C  -19.833  25.093  20.931
O  -19.716  24.861  19.670
O  -20.736  25.677  21.477
O  -22.145  27.965  18.134
C  -21.932  27.535  17.037
O  -21.120  26.522  16.743
B  -21.041  26.442  15.292
O  -22.115  27.273  14.740
C  -22.637  27.985  15.754
O  -23.590  28.704  15.671
O  -20.920  25.099  14.678
C  -19.742  24.846  14.185
O  -19.234  23.778  13.887
C  -19.014  26.164  14.214
O  -19.735  27.023  14.891
O  -17.938  26.435  13.746
Br  -19.652  22.497  10.263
C  -18.865  20.694  10.528
C  -18.487  19.998  9.238
Br  -18.394  18.057  9.401
H  -19.656  20.086  10.963
H  -18.005  20.688  11.195
H  -17.488  20.271  8.905
H  -19.218  20.227  8.466
Br  -15.300  18.331  16.507
C  -15.239  20.093  17.389
C  -14.337  21.094  16.652
Br  -14.570  22.857  17.553
H  -14.768  19.918  18.351
H  -16.246  20.502  17.377
H  -14.527  21.147  15.583
H  -13.300  20.768  16.725
Br  -24.044  23.401  13.463
C  -23.297  21.702  12.898
C  -22.839  21.808  11.415
Br  -24.442  21.774  10.170
H  -24.074  20.952  12.993
H  -22.401  21.630  13.508
H  -22.201  20.959  11.179
H  -22.325  22.742  11.211